1.
Entry from OMol25: a structure of composition C4H8O2 (wB97M-V/def2-TZVPD).

Largest force on an atom ... 7.5 eV/A
HOMO ... -9.7518 eV
Relative energy (zero: lowest compared OMol25 entry of this formula, charge and spin) ... 142.16 kcal/mol
Orbital gap ... 0.385 hartree
Spin multiplicity ... 1

```
14
Properties=species:S:1:pos:R:3:forces:R:3:nbo_charge:R:1
C 0.43282 0.59795 0.58236 1.103 0.318 -1.097 0.047
C -0.37566 0.92607 -0.72176 5.041 -4.258 0.465 -0.497
C -0.66510 -0.60251 -1.13782 -1.394 1.608 -2.058 -0.050
C -0.24674 -0.63651 1.25334 5.786 -0.609 -2.434 -0.102
H 1.99529 -0.42011 0.52016 2.166 -6.546 2.835 0.452
H 0.70672 1.49468 1.06711 -1.296 1.063 1.799 0.199
H 0.41896 1.43805 -1.34539 -1.942 -0.166 0.311 0.250
H -1.34244 1.10772 -0.57650 -3.417 2.965 0.652 0.219
H -2.05646 -0.64747 -1.24203 4.381 -0.178 -0.830 0.165
H 0.18400 -0.68710 -2.28470 -3.010 -0.964 3.637 0.215
H 0.56902 -1.33821 1.88861 -2.526 2.090 -1.448 0.198
H -0.96002 -0.15377 1.83520 -2.483 -0.467 0.957 0.194
O 1.79651 0.33300 0.15302 -2.100 5.262 -3.309 -0.719
O -0.45691 -1.41177 0.00838 -0.311 -0.118 0.519 -0.571
```
Forces are in eV/Å.

=====

2.
Entry from OMol25: a structure of composition C5H12NOS (wB97M-V/def2-TZVPD).

Net charge ... +1
Largest force on an atom ... 4.2 eV/A
HOMO ... -13.4651 eV
Relative energy (zero: lowest compared OMol25 entry of this formula, charge and spin) ... 76.18 kcal/mol
Orbital gap ... 0.327 hartree
Spin multiplicity ... 1

```
20
Properties=species:S:1:pos:R:3:forces:R:3:nbo_charge:R:1
C -1.74725 2.85397 -1.48655 -3.197 -1.033 -2.161 -0.087
C -0.90099 0.70203 1.55954 -1.671 -2.955 0.261 -0.778
C 1.58458 -0.84387 0.22232 -0.726 -1.001 2.464 -0.455
C 0.82431 -2.23196 0.13585 0.330 0.441 1.320 -0.089
C 0.85223 0.24010 -0.54211 1.402 2.329 -0.735 -0.586
N -0.77371 2.43393 -0.87891 1.396 -2.333 2.226 -0.384
O -0.58609 -1.87787 -0.03226 2.331 0.228 -0.454 -0.751
S -0.93674 0.37394 -0.18971 0.620 3.742 -1.764 0.931
H -2.65813 2.33403 -1.85573 0.363 -0.756 0.948 0.199
H -1.89236 3.78054 -1.98689 1.204 1.666 0.177 0.232
H -0.07949 0.08020 1.90624 -0.252 -0.120 0.394 0.251
H -1.90691 0.33289 1.97661 1.633 0.667 -0.500 0.269
H -0.69134 1.67979 1.82069 0.227 2.175 0.155 0.267
H 2.54438 -1.12232 -0.13744 1.037 0.660 -0.749 0.261
H 1.79844 -0.61739 1.37100 -0.724 -0.136 -2.458 0.220
H 1.18110 -2.95296 -0.71761 -0.678 1.427 1.804 0.220
H 0.99328 -2.58150 1.23211 -0.435 -0.508 -2.254 0.208
H 0.96513 0.05493 -1.61045 -0.540 -0.347 -0.131 0.263
H 1.27349 1.36164 -0.52473 -0.869 -2.499 0.739 0.303
H -1.10178 -2.57246 0.29839 -1.450 -1.650 0.719 0.506
```
Forces are in eV/Å.

=====

3.
Entry from OMol25: a cluster of 4 separate species, C2H9NO5 in total (wB97M-V/def2-TZVPD).

Net charge ... -1
Largest force on an atom ... 2.3 eV/A
Expectation value of S² ... 0.76
HOMO (spin up / spin down) ... 0.3231 / -4.4743 eV
Relative energy (zero: lowest compared OMol25 entry of this formula, charge and spin) ... 0.00 kcal/mol
Orbital gap (spin up / spin down) ... 0.114 / 0.280 hartree
Spin multiplicity ... 2

```
17
Properties=species:S:1:pos:R:3:forces:R:3:nbo_charge:R:1
O 1.92294 0.75912 -0.79076 0.134 0.164 1.057 -0.728
C 0.90172 1.46692 -0.61572 0.236 -0.770 -0.985 0.278
N 0.23319 1.86664 0.56112 1.625 -1.539 0.609 -0.670
C 0.58625 1.33814 1.82768 -1.331 0.521 0.006 0.392
O 1.56809 0.67499 2.14044 0.365 0.046 -0.441 -0.659
H 0.47663 1.80399 -1.54947 -0.994 0.905 -0.085 0.072
H -0.74693 2.03266 0.35967 0.168 0.099 0.495 0.386
H -0.18708 1.49244 2.62022 -0.027 0.450 -0.722 0.065
H -1.33063 -0.90274 2.34304 -0.556 -0.589 -0.237 0.481
H -2.15302 -1.00064 0.90272 0.157 -0.342 0.898 0.477
O -1.47394 -0.58692 1.44890 0.298 0.830 -0.760 -1.007
H -1.85204 -1.80322 -2.23213 1.084 0.589 -0.191 0.476
H -1.26382 -0.33561 -2.79614 0.342 -1.015 0.649 0.478
O -2.00727 -0.91563 -2.57359 -1.424 0.427 -0.361 -1.035
H 2.36553 -1.58003 -0.87683 -0.180 0.111 0.132 0.496
H 1.11010 -1.95180 -0.15161 0.078 0.113 0.067 0.478
O 1.85027 -2.35831 -0.61753 0.026 0.000 -0.131 -0.980
```
Forces are in eV/Å.

=====

4.
Entry from OMol25: a cluster of 2 separate species, BrH3N2 in total (wB97M-V/def2-TZVPD).

Largest force on an atom ... 2.3 eV/A
HOMO (spin up / spin down) ... -9.5476 / -8.5375 eV
Relative energy (zero: lowest compared OMol25 entry of this formula, charge and spin) ... 86.76 kcal/mol
Orbital gap (spin up / spin down) ... 0.340 / 0.308 hartree
Spin multiplicity ... 1

```
6
Properties=species:S:1:pos:R:3:forces:R:3:nbo_charge:R:1
N -0.56629 0.59641 -0.16232 0.452 -0.479 -1.511 -0.622
N 0.41717 0.01553 0.54401 -1.713 0.118 0.690 -0.316
Br 2.06413 -0.16063 -0.27440 0.369 -0.012 -0.794 0.151
H -1.12599 1.28750 0.35204 0.320 -0.807 -0.495 0.397
H -0.76429 0.35255 -1.18528 0.501 0.742 2.092 0.376
H -0.02473 -2.09137 0.72595 0.070 0.437 0.018 0.014
```
Forces are in eV/Å.

=====

5.
Entry from OMol25: the molecule C16H18BrN3O (wB97M-V/def2-TZVPD).

SMILES ... O=C(N[C@H]1CN2CCC1CC2)c1cc2cc(Br)ccn2c1
Largest force on an atom ... 2.7 eV/A
HOMO ... -7.8964 eV
Relative energy (zero: lowest compared OMol25 entry of this formula, charge and spin) ... 0.00 kcal/mol
Orbital gap ... 0.303 hartree
Spin multiplicity ... 1

```
39
Properties=species:S:1:pos:R:3:forces:R:3:nbo_charge:R:1
O -1.61284 1.85251 -0.59584 0.425 -0.107 -0.092 -0.617
C -0.77777 0.96154 -0.68963 -0.454 0.337 1.294 0.669
N 0.23091 0.83041 0.24145 0.534 -0.945 -0.885 -0.626
C 0.35418 1.63209 1.45903 0.712 1.024 -0.883 -0.076
C -0.59515 1.15281 2.56325 0.503 0.697 0.728 -0.241
N 0.18182 0.72352 3.73754 -0.686 0.029 0.482 -0.432
C 1.10580 -0.36790 3.36190 -0.165 0.592 -0.581 -0.232
C 2.15478 0.15577 2.34751 1.246 -0.020 0.302 -0.434
C 1.83346 1.61023 1.95506 -0.615 -0.799 0.628 -0.207
C 1.90880 2.45193 3.25455 -0.254 0.726 -0.885 -0.434
C 0.86180 1.92480 4.29199 0.376 -0.285 -0.682 -0.230
C -0.91695 -0.06212 -1.74926 -0.461 -0.584 -2.112 -0.186
C -1.92993 0.03042 -2.78895 0.004 -0.015 0.633 -0.249
C -1.76569 -1.05101 -3.65610 -1.649 0.624 -0.193 0.107
C -2.58154 -1.53382 -4.80492 2.017 -1.731 0.642 -0.199
C -2.21627 -2.73696 -5.38852 1.094 1.246 1.574 -0.117
Br -3.19920 -3.43955 -6.84416 0.240 0.003 0.245 0.084
C -1.00816 -3.44561 -4.87878 -0.479 0.754 0.433 -0.278
C -0.29313 -2.98363 -3.79441 -1.498 -0.114 -1.663 0.023
N -0.70385 -1.79980 -3.17482 1.554 -0.675 0.645 -0.320
C -0.16132 -1.18775 -2.04304 -0.166 0.223 0.371 -0.053
H 0.82850 -0.01144 0.17455 -0.685 1.023 0.061 0.385
H 0.16617 2.69937 1.23301 -0.265 -0.617 -0.307 0.225
H -1.20232 0.35098 2.19468 -0.274 -0.643 -0.146 0.211
H -1.29002 1.96596 2.84052 0.356 -0.360 0.093 0.211
H 1.62311 -0.72714 4.24726 -0.164 -0.064 0.187 0.203
H 0.56232 -1.22381 2.90131 -0.044 0.671 0.543 0.201
H 3.15424 0.11949 2.85940 -0.637 0.067 -0.729 0.210
H 2.22543 -0.47244 1.44684 0.092 -0.015 0.331 0.188
H 2.53126 1.95686 1.16696 -0.490 -0.008 0.455 0.227
H 1.73173 3.51440 2.98060 -0.024 -0.483 0.293 0.208
H 2.92657 2.40979 3.63369 0.109 -0.087 0.158 0.208
H 0.09546 2.70674 4.48908 0.427 -0.679 -0.037 0.207
H 1.38942 1.69427 5.23102 -0.423 -0.131 -0.236 0.202
H -2.75640 0.76108 -2.77190 0.773 -0.504 -0.231 0.249
H -3.44016 -0.99878 -5.15636 -0.172 0.357 0.087 0.239
H -0.68565 -4.36383 -5.36061 -0.104 0.189 0.080 0.235
H 0.56936 -3.55153 -3.45738 -0.143 0.511 0.304 0.227
H 0.70124 -1.54789 -1.45656 -0.613 -0.209 -0.904 0.212
```
Forces are in eV/Å.

=====

6.
Entry from OMol25: a cluster of 2 separate species, C8H7BrF3OP in total (wB97M-V/def2-TZVPD).

Largest force on an atom ... 1.2 eV/A
HOMO (spin up / spin down) ... -8.8940 / -7.6601 eV
Orbital gap (spin up / spin down) ... 0.282 / 0.251 hartree
Spin multiplicity ... 1

```
21
Properties=species:S:1:pos:R:3:forces:R:3:nbo_charge:R:1
C -0.92528 0.21010 -0.68423 -0.507 -0.056 0.116 -0.336
C -0.58928 -1.86269 0.50366 -0.296 0.169 0.020 -0.280
C 0.40272 0.19851 -1.04754 0.334 -0.364 0.190 -0.143
C 0.74111 -1.85253 0.16979 -0.049 0.108 -0.028 -0.167
C -1.43340 -0.80766 0.12812 0.568 -0.074 -0.126 0.415
C 1.27197 -0.79861 -0.58257 0.137 0.042 -0.149 -0.481
C -3.56747 0.21144 0.39033 -0.173 0.214 -0.058 -0.256
C 2.95165 2.18242 0.16221 -0.241 -0.234 0.124 0.939
O -2.68994 -0.87110 0.60103 -0.046 -0.279 0.117 -0.500
F 1.77654 2.22348 0.81717 0.657 -0.045 -0.353 -0.340
F 3.94733 2.41046 1.02237 -0.405 -0.139 -0.421 -0.330
F 2.95006 3.12587 -0.79010 0.049 -0.490 0.370 -0.337
P 2.99541 -0.60271 -1.03877 -0.300 1.174 -0.122 0.557
Br 4.00569 -1.88098 0.40683 0.266 -0.223 0.321 -0.202
H -1.55519 1.01591 -1.02545 -0.101 0.059 -0.013 0.224
H -1.00392 -2.66861 1.08663 -0.090 -0.092 0.106 0.227
H 0.78340 0.99246 -1.67333 0.058 0.149 -0.033 0.219
H 1.36954 -2.66816 0.49904 0.049 0.050 0.016 0.227
H -3.12125 1.15527 0.71751 -0.019 -0.045 -0.018 0.182
H -4.44666 -0.00177 0.99786 0.069 0.062 -0.101 0.204
H -3.86302 0.28892 -0.66056 0.040 0.014 0.042 0.179
```
Forces are in eV/Å.